30
Properties=species:S:1:pos:R:3:nbo_charge:R:1 method="wB97M-V/def2-TZVPD" relative_energy_kj_mol=407.4 energy_ha=-426.16871 homo_ev="-6.11 / -6.11" e_lumo_ev="0.781 / 0.781"
N -1.30 -1.40 0.81 -0.822
N -0.42 2.04 -0.36 -0.826
C -2.96 1.07 0.32 -0.802
C -0.88 -0.40 -0.07 0.295
C 1.41 -0.31 0.17 -0.029
C -1.14 -0.71 -1.51 -0.672
C 1.98 0.14 -1.16 -0.664
C 1.68 -1.78 0.41 -0.651
C -0.79 0.94 0.41 0.065
C 1.97 0.52 1.32 -0.663
H 3.08 0.09 -1.16 0.190
H -0.65 1.06 1.47 0.213
H 2.76 -2.00 0.43 0.200
H 1.25 -2.41 -0.38 0.194
H 1.84 1.59 1.15 0.213
H -0.61 -1.63 -1.80 0.222
H 1.64 -0.49 -1.98 0.198
H -3.21 1.43 -0.68 0.173
H -0.84 2.06 -1.28 0.373
H -2.20 -0.88 -1.69 0.237
H 3.06 0.36 1.43 0.205
H 1.72 1.18 -1.38 0.223
H -3.11 1.85 1.07 0.182
H 1.51 0.25 2.28 0.196
H -0.80 0.08 -2.17 0.221
H -0.62 2.92 0.11 0.382
H -1.08 -2.34 0.50 0.381
H -1.07 -1.26 1.78 0.378
H 1.28 -2.13 1.37 0.196
H -3.52 0.17 0.58 0.193

17
Properties=species:S:1:pos:R:3:nbo_charge:R:1 method="wB97M-V/def2-TZVPD" relative_energy_kj_mol=267.6 energy_ha=-921.25042 homo_ev=-8.68 e_lumo_ev=-1.025
S -1.28 0.73 -2.27 -0.539
Si 0.65 0.03 -1.81 1.321
O 0.65 -0.12 -0.20 -0.917
C 1.05 -2.03 1.20 -0.624
C -2.08 1.36 0.17 0.078
C -2.65 2.51 0.24 -0.504
C 1.60 -0.74 0.62 -0.042
H 0.77 -2.71 0.39 0.211
H 1.67 0.98 -2.23 -0.226
H -1.76 0.50 0.69 0.217
H 1.80 -2.51 1.82 0.211
H -2.80 3.16 -0.60 0.254
H -3.03 2.88 1.20 0.241
H 1.85 -0.03 1.42 0.173
H 0.17 -1.82 1.79 0.204
H 0.87 -1.25 -2.48 -0.222
H 2.52 -0.94 0.05 0.162

128
Properties=species:S:1:pos:R:3:lowdin_spin:R:1 method="wB97M-V/def2-TZVPD" spin_multiplicity=2 relative_energy_kj_mol=27.3 energy_ha=-4726.44703 homo_ev="-7.74 / -7.73" e_lumo_ev="-0.152 / -2.136"
Sn -1.41 0.17 -0.23 0.001
S -3.73 -1.99 1.21 0.000
S -1.98 1.97 3.45 0.605
F -3.58 2.13 0.97 0.023
F -6.20 2.71 0.74 -0.011
F -7.65 3.23 2.97 0.031
F -6.51 3.16 5.41 -0.010
F -3.90 2.57 5.66 0.019
O -4.75 -2.77 0.55 0.000
O 11.94 -3.30 1.09 0.000
O -3.98 -0.59 1.47 0.001
N 1.43 0.48 -0.75 0.000
N 5.49 -2.49 1.45 0.000
N -1.68 3.63 -0.51 0.007
N -2.33 -2.02 0.45 0.000
N -1.18 3.26 -2.94 0.000
N -0.97 2.10 -3.62 0.000
N 6.07 -1.02 -0.12 0.000
N 0.71 -1.28 1.21 0.000
N -3.33 2.26 -2.04 0.000
N -0.71 -1.66 -1.68 0.000
N -4.08 5.15 -1.42 0.000
N -3.12 4.71 -2.27 0.000
N -3.07 0.94 -1.81 0.000
N -0.67 2.82 -0.11 -0.001
C -5.61 2.68 1.93 -0.013
C -0.93 -2.94 -1.26 0.000
C 8.35 -3.19 1.85 0.000
C -4.96 1.10 -2.99 0.000
C -3.26 5.31 -3.48 0.000
C 2.01 -1.23 0.86 0.000
C 0.07 -1.43 -2.71 0.000
C -0.60 -5.34 -1.50 0.000
C 0.53 -3.74 -3.01 0.000
C 2.40 -0.28 -0.19 0.000
C -2.11 -4.47 0.17 0.000
C 3.09 1.62 -2.04 0.000
C 0.44 1.31 -5.47 0.000
C 0.45 3.68 -4.37 0.000
C 3.75 -0.14 -0.56 0.000
C 9.69 -3.55 1.97 0.000
C -4.09 -1.25 -2.38 0.000
C -4.31 6.18 -3.40 0.000
C 4.71 -0.98 0.08 0.000
C 6.51 -1.94 0.71 0.000
C 2.56 -2.89 2.51 0.000
C -4.48 2.36 -2.74 0.000
C -4.04 0.24 -2.39 0.000
C -1.84 -3.16 -0.17 0.000
C -4.28 2.37 2.06 0.076
C -3.63 2.32 3.32 0.063
C 4.33 -1.88 1.05 0.000
C 1.24 -2.92 2.86 0.000
C -2.93 -2.03 3.84 0.005
C -4.43 2.60 4.45 0.071
C 4.09 0.83 -1.51 0.000
C 8.85 -1.83 -0.05 0.000
C -4.03 -4.03 3.05 0.000
C -1.49 -5.54 -0.49 0.000
C -6.36 2.94 3.08 0.094
C -3.24 -3.90 5.31 0.000
C -0.98 4.43 1.42 0.018
C -5.77 2.90 4.33 -0.011
C 10.18 -2.17 0.06 0.000
C 0.73 -2.45 -3.41 0.000
C -3.53 -2.75 2.82 0.000
C 0.35 -2.09 2.17 0.000
C 1.77 1.40 -1.62 0.000
C -2.77 -2.61 5.09 0.000
C 7.91 -2.34 0.85 0.000
C 2.98 -2.03 1.49 0.000
C -1.88 4.61 0.40 0.004
C 0.88 2.67 1.83 0.002
C -0.24 3.30 1.06 0.011
C 10.61 -3.03 1.07 0.000
C -4.79 6.04 -2.08 0.000
C -0.01 2.35 -4.50 0.000
C 12.42 -4.17 2.10 0.000
C -3.87 -4.60 4.30 0.000
C -0.32 -4.02 -1.92 0.000
C -5.94 6.74 -1.42 0.000
C -0.34 4.21 -3.38 0.000
B -2.32 3.44 -1.91 0.001
H 7.65 -3.60 2.58 0.000
H -1.74 -6.55 -0.18 0.000
H 1.01 -4.56 -3.53 0.000
H 5.58 -3.23 2.12 0.000
H -2.62 5.06 -4.31 0.000
H -0.71 -2.11 2.41 0.000
H 0.87 -3.58 3.64 0.000
H 11.96 -5.16 2.02 0.000
H 9.99 -4.22 2.76 0.000
H -6.42 7.43 -2.11 0.000
H -4.58 -1.64 -1.49 0.000
H 0.18 -0.39 -3.01 0.000
H -2.60 -1.02 3.66 0.011
H 13.49 -4.26 1.94 0.000
H 8.52 -1.16 -0.83 0.000
H -4.64 -1.61 -3.25 0.000
H 0.23 1.62 -6.49 0.000
H -4.55 -4.54 2.25 0.000
H -6.69 6.01 -1.10 0.000
H -5.86 0.84 -3.52 0.000
H -4.69 6.83 -4.18 0.000
H -0.12 -6.17 -2.00 0.000
H -5.61 7.29 -0.55 0.000
H -2.31 -2.05 5.89 0.000
H 0.55 1.77 2.35 0.000
H -0.86 5.04 2.30 0.001
H 0.97 2.01 -2.01 0.000
H -3.12 -4.36 6.29 0.000
H 1.36 -2.20 -4.25 0.000
H -0.10 0.38 -5.29 0.000
H -2.65 5.34 0.26 0.000
H 5.12 0.95 -1.79 0.000
H 12.23 -3.77 3.10 0.000
H 1.22 4.17 -4.94 0.000
H 1.51 1.12 -5.40 0.000
H 3.28 -3.53 3.02 0.000
H 1.25 3.37 2.57 0.000
H -4.26 -5.60 4.48 0.000
H 1.70 2.39 1.17 0.000
H -2.82 -4.67 0.95 0.000
H 10.92 -1.78 -0.63 0.000
H -3.08 -1.67 -2.42 0.000
H -0.34 5.20 -2.95 0.000
H 3.31 2.40 -2.76 0.000
H -4.88 3.32 -3.03 0.000

81
Properties=species:S:1:pos:R:3:mulliken_charge:R:1 method="wB97M-V/def2-TZVPD" total_charge=-2 energy_ha=-9115.57571 homo_ev=-1.01 e_lumo_ev=3.072
Ba -0.23 -0.80 -1.00 1.506
Te 0.10 -4.50 -0.63 0.115
Te -1.93 -4.49 -2.51 -0.299
Se 2.03 -5.55 -1.74 -0.778
Se -2.85 -2.19 -2.43 -0.685
Cl -4.93 6.58 -4.83 -0.254
Cl -8.03 -2.93 3.89 -0.257
Cl 4.96 -6.15 5.07 -0.261
Cl 8.05 3.19 -3.99 -0.254
N 2.10 -0.45 0.10 0.086
N -0.42 -1.18 1.59 -0.730
N -2.06 0.73 -0.04 -0.205
N 0.51 1.65 -1.39 -0.880
C -4.01 5.40 -3.93 0.394
C -4.27 4.05 -4.10 -0.883
C -4.13 -1.34 2.25 -0.564
C 0.33 3.30 -2.94 -1.076
C 3.84 -5.13 2.81 -1.030
C 3.58 -3.83 4.82 -0.889
C 2.61 -1.28 1.03 0.088
C -5.65 -1.66 4.10 -0.869
C -1.78 2.50 -1.70 1.427
C -3.94 1.95 -0.42 -1.103
C 6.57 2.62 -3.27 0.394
C 4.06 -4.95 4.16 0.469
C 5.80 3.49 -2.51 -0.893
C 1.75 1.89 -1.88 0.094
C -2.85 -0.81 1.67 1.768
C 0.47 -1.97 2.21 -0.137
C -3.03 0.25 0.75 -0.157
C -3.04 5.83 -3.04 -0.873
C 1.86 -2.03 1.95 1.427
C 4.20 1.71 -2.11 0.029
C -2.32 4.88 -2.33 -0.128
C -5.02 -2.01 1.42 0.156
C -2.54 1.75 -0.79 0.353
C 2.63 -3.04 2.74 -0.383
C 5.00 0.86 -2.87 -0.124
C 3.10 0.19 -0.53 0.122
C 2.93 1.22 -1.48 1.148
C 4.37 -0.28 0.03 -1.134
C -3.54 3.12 -3.38 -0.141
C 4.07 -1.18 0.98 -1.207
C 1.64 2.95 -2.87 -1.192
C -4.24 1.03 0.52 -1.234
C 6.18 1.30 -3.45 -0.880
C -6.22 -2.50 1.92 -0.938
C -0.24 -2.80 3.18 -1.121
C -4.46 -1.17 3.59 0.031
C 4.62 3.03 -1.94 -0.137
C -1.55 -2.48 3.08 -1.182
C 3.13 -4.17 2.10 0.154
C 2.87 -2.88 4.10 0.098
C -6.52 -2.32 3.25 0.409
C -1.66 -1.44 2.07 0.111
C -0.39 2.47 -1.98 0.125
C -2.55 3.52 -2.48 -0.284
H -2.85 6.88 -2.91 0.389
H -4.76 -2.16 0.37 0.495
H -6.91 -3.03 1.27 0.425
H 3.76 -3.70 5.88 0.387
H -5.91 -1.52 5.14 0.387
H -1.56 5.21 -1.63 0.497
H -0.09 4.05 -3.59 0.445
H 2.48 -2.00 4.60 0.453
H -3.77 -0.65 4.24 0.477
H 6.12 4.51 -2.37 0.389
H 4.68 -0.17 -3.01 0.528
H -5.19 0.90 1.02 0.437
H 2.43 3.37 -3.47 0.458
H -4.60 2.71 -0.81 0.458
H 4.21 -6.02 2.31 0.441
H -2.36 -2.93 3.64 0.437
H -5.03 3.73 -4.80 0.410
H 5.36 0.06 -0.25 0.427
H -3.73 2.06 -3.51 0.593
H 2.96 -4.34 1.04 0.358
H 4.76 -1.72 1.61 0.433
H 6.79 0.64 -4.04 0.409
H 0.19 -3.56 3.81 0.420
H 4.02 3.70 -1.34 0.505

Repeat the first record exactly.
30
Properties=species:S:1:pos:R:3:nbo_charge:R:1 method="wB97M-V/def2-TZVPD" relative_energy_kj_mol=407.4 energy_ha=-426.16871 homo_ev="-6.11 / -6.11" e_lumo_ev="0.781 / 0.781"
N -1.30 -1.40 0.81 -0.822
N -0.42 2.04 -0.36 -0.826
C -2.96 1.07 0.32 -0.802
C -0.88 -0.40 -0.07 0.295
C 1.41 -0.31 0.17 -0.029
C -1.14 -0.71 -1.51 -0.672
C 1.98 0.14 -1.16 -0.664
C 1.68 -1.78 0.41 -0.651
C -0.79 0.94 0.41 0.065
C 1.97 0.52 1.32 -0.663
H 3.08 0.09 -1.16 0.190
H -0.65 1.06 1.47 0.213
H 2.76 -2.00 0.43 0.200
H 1.25 -2.41 -0.38 0.194
H 1.84 1.59 1.15 0.213
H -0.61 -1.63 -1.80 0.222
H 1.64 -0.49 -1.98 0.198
H -3.21 1.43 -0.68 0.173
H -0.84 2.06 -1.28 0.373
H -2.20 -0.88 -1.69 0.237
H 3.06 0.36 1.43 0.205
H 1.72 1.18 -1.38 0.223
H -3.11 1.85 1.07 0.182
H 1.51 0.25 2.28 0.196
H -0.80 0.08 -2.17 0.221
H -0.62 2.92 0.11 0.382
H -1.08 -2.34 0.50 0.381
H -1.07 -1.26 1.78 0.378
H 1.28 -2.13 1.37 0.196
H -3.52 0.17 0.58 0.193

What did the fourth record say?
81
Properties=species:S:1:pos:R:3:mulliken_charge:R:1 method="wB97M-V/def2-TZVPD" total_charge=-2 energy_ha=-9115.57571 homo_ev=-1.01 e_lumo_ev=3.072
Ba -0.23 -0.80 -1.00 1.506
Te 0.10 -4.50 -0.63 0.115
Te -1.93 -4.49 -2.51 -0.299
Se 2.03 -5.55 -1.74 -0.778
Se -2.85 -2.19 -2.43 -0.685
Cl -4.93 6.58 -4.83 -0.254
Cl -8.03 -2.93 3.89 -0.257
Cl 4.96 -6.15 5.07 -0.261
Cl 8.05 3.19 -3.99 -0.254
N 2.10 -0.45 0.10 0.086
N -0.42 -1.18 1.59 -0.730
N -2.06 0.73 -0.04 -0.205
N 0.51 1.65 -1.39 -0.880
C -4.01 5.40 -3.93 0.394
C -4.27 4.05 -4.10 -0.883
C -4.13 -1.34 2.25 -0.564
C 0.33 3.30 -2.94 -1.076
C 3.84 -5.13 2.81 -1.030
C 3.58 -3.83 4.82 -0.889
C 2.61 -1.28 1.03 0.088
C -5.65 -1.66 4.10 -0.869
C -1.78 2.50 -1.70 1.427
C -3.94 1.95 -0.42 -1.103
C 6.57 2.62 -3.27 0.394
C 4.06 -4.95 4.16 0.469
C 5.80 3.49 -2.51 -0.893
C 1.75 1.89 -1.88 0.094
C -2.85 -0.81 1.67 1.768
C 0.47 -1.97 2.21 -0.137
C -3.03 0.25 0.75 -0.157
C -3.04 5.83 -3.04 -0.873
C 1.86 -2.03 1.95 1.427
C 4.20 1.71 -2.11 0.029
C -2.32 4.88 -2.33 -0.128
C -5.02 -2.01 1.42 0.156
C -2.54 1.75 -0.79 0.353
C 2.63 -3.04 2.74 -0.383
C 5.00 0.86 -2.87 -0.124
C 3.10 0.19 -0.53 0.122
C 2.93 1.22 -1.48 1.148
C 4.37 -0.28 0.03 -1.134
C -3.54 3.12 -3.38 -0.141
C 4.07 -1.18 0.98 -1.207
C 1.64 2.95 -2.87 -1.192
C -4.24 1.03 0.52 -1.234
C 6.18 1.30 -3.45 -0.880
C -6.22 -2.50 1.92 -0.938
C -0.24 -2.80 3.18 -1.121
C -4.46 -1.17 3.59 0.031
C 4.62 3.03 -1.94 -0.137
C -1.55 -2.48 3.08 -1.182
C 3.13 -4.17 2.10 0.154
C 2.87 -2.88 4.10 0.098
C -6.52 -2.32 3.25 0.409
C -1.66 -1.44 2.07 0.111
C -0.39 2.47 -1.98 0.125
C -2.55 3.52 -2.48 -0.284
H -2.85 6.88 -2.91 0.389
H -4.76 -2.16 0.37 0.495
H -6.91 -3.03 1.27 0.425
H 3.76 -3.70 5.88 0.387
H -5.91 -1.52 5.14 0.387
H -1.56 5.21 -1.63 0.497
H -0.09 4.05 -3.59 0.445
H 2.48 -2.00 4.60 0.453
H -3.77 -0.65 4.24 0.477
H 6.12 4.51 -2.37 0.389
H 4.68 -0.17 -3.01 0.528
H -5.19 0.90 1.02 0.437
H 2.43 3.37 -3.47 0.458
H -4.60 2.71 -0.81 0.458
H 4.21 -6.02 2.31 0.441
H -2.36 -2.93 3.64 0.437
H -5.03 3.73 -4.80 0.410
H 5.36 0.06 -0.25 0.427
H -3.73 2.06 -3.51 0.593
H 2.96 -4.34 1.04 0.358
H 4.76 -1.72 1.61 0.433
H 6.79 0.64 -4.04 0.409
H 0.19 -3.56 3.81 0.420
H 4.02 3.70 -1.34 0.505